(1)
{
  "formula": "CH6OS",
  "method": "ωB97M-V with the def2-TZVPD basis set",
  "symbols": ["S", "H", "H", "C", "O", "H", "H", "H", "H"],
  "positions_angstrom": [[4.00952, 0.76850, 1.89651], [3.24878, 0.42915, 0.82244], [2.90923, 1.12018, 2.60321], [-1.80653, -0.02556, -0.89033], [-1.51721, -1.29282, -1.49893], [-1.15934, 0.04396, -0.01463], [-2.83056, 0.00433, -0.49359], [-1.72891, 0.76004, -1.62869], [-1.12497, -1.80777, -0.79598]],
  "forces_ev_per_a": [[0.0, 0.0, -0.1], [0.1, 0.0, 0.0], [0.0, 0.1, 0.1], [-0.6, -1.0, 0.4], [-0.1, 0.5, 0.0], [0.2, 0.8, -0.1], [0.1, -0.1, -0.2], [0.4, 0.2, 0.0], [0.0, -0.5, -0.1]],
  "lowdin_spin": [0.934, 0.032, 0.033, 0.000, 0.000, 0.000, 0.000, 0.000, 0.000],
  "total_charge": 1,
  "e_homo_ev": [-12.67, -12.67],
  "multiplicity": 2,
  "fmax_ha_per_bohr": 0.024,
  "de_lowest_kj_mol": 147.5
}

(2)
{
  "formula": "CH6OS2",
  "method": "ωB97M-V with the def2-TZVPD basis set",
  "symbols": ["C", "S", "S", "H", "H", "H", "H", "O", "H", "H"],
  "positions_angstrom": [[-1.62125, -0.39056, 0.80363], [-1.02392, 0.83878, -0.31560], [0.68816, 0.77836, -1.13101], [-2.02228, -1.10134, 0.15364], [-2.40998, 0.17569, 1.27277], [-1.26251, -0.94367, 1.66229], [1.65118, 1.40900, -0.59258], [1.87297, -2.22455, 1.53774], [1.43606, -2.83757, 2.16961], [2.72346, -2.43648, 1.35644]],
  "forces_ev_per_a": [[-0.3, -0.5, 1.1], [-2.1, 2.5, 1.4], [1.3, -2.8, -3.7], [-1.0, -1.4, -0.7], [-0.7, 0.3, -0.2], [1.5, 0.3, -0.1], [1.2, 1.5, 2.1], [-5.0, 1.0, 1.3], [1.1, 0.5, -0.8], [3.9, -1.5, -0.5]],
  "mulliken_charge": [-0.845, -0.043, -0.182, 0.317, 0.284, 0.353, 0.109, -0.590, 0.316, 0.281],
  "e_homo_ev": -8.67,
  "multiplicity": 1,
  "smiles": "CSS.O",
  "fmax_ha_per_bohr": 0.103,
  "de_lowest_kj_mol": 155.8
}

(3)
{
  "formula": "CH6OSi",
  "method": "ωB97M-V with the def2-TZVPD basis set",
  "symbols": ["C", "O", "Si", "H", "H", "H", "H", "H", "H"],
  "positions_angstrom": [[1.18745, -0.12279, -0.46390], [0.24682, -0.43240, 0.44184], [-1.08203, -1.08465, 0.97736], [0.98937, 0.49874, -1.27315], [2.10961, -0.01937, 0.08883], [0.12691, 2.18257, -0.87002], [-0.96544, -2.08208, 1.98460], [-1.85566, -1.48512, -0.14686], [-0.75704, 2.54512, -0.73871]],
  "forces_ev_per_a": [[0.9, -0.8, 2.6], [1.4, 0.2, -0.9], [-1.8, 1.1, 0.5], [-0.7, 0.7, -1.4], [0.6, 0.1, -0.6], [-4.0, 1.7, 0.6], [0.5, -0.9, 0.7], [-0.7, -0.5, -0.8], [3.9, -1.6, -0.6]],
  "mulliken_charge": [-0.485, -0.005, 0.017, 0.340, 0.272, -0.175, -0.075, -0.079, 0.190],
  "e_homo_ev": [-7.38, -8.17],
  "multiplicity": 1,
  "fmax_ha_per_bohr": 0.085,
  "de_lowest_kj_mol": 542.2
}

(4)
{
  "formula": "CH6P2S",
  "method": "ωB97M-V with the def2-TZVPD basis set",
  "symbols": ["C", "P", "P", "S", "H", "H", "H", "H", "H", "H"],
  "positions_angstrom": [[1.26472, 0.22563, -0.78115], [-1.04024, 1.21770, 1.53409], [0.11619, -1.11171, -1.13817], [-1.57873, -0.45029, 0.50844], [2.21927, -0.06188, -1.15932], [1.43528, 0.43571, 0.22687], [0.81522, 1.01884, -1.32714], [-1.37083, 0.76346, 2.89317], [0.57038, -2.11812, -0.31753], [-2.43125, 0.08066, -0.43927]],
  "forces_ev_per_a": [[-0.4, -1.1, -0.8], [0.2, 1.1, 1.3], [-1.7, 0.4, 0.3], [-0.2, -0.7, -1.4], [0.8, 0.0, -0.8], [-0.2, 0.6, 1.8], [0.2, 1.2, -0.3], [0.3, -0.3, -1.1], [0.4, -0.6, 0.7], [0.7, -0.5, 0.3]],
  "mulliken_charge": [-0.946, -0.195, 0.041, -0.208, 0.359, 0.361, 0.307, 0.001, 0.056, 0.223],
  "e_homo_ev": -7.26,
  "multiplicity": 1,
  "fmax_ha_per_bohr": 0.037,
  "de_lowest_kj_mol": 164.1
}

(5)
{
  "formula": "CH6S2",
  "method": "ωB97M-V with the def2-TZVPD basis set",
  "symbols": ["C", "S", "H", "H", "H", "H", "S", "H", "H"],
  "positions_angstrom": [[0.71127, -1.53998, 2.24139], [1.84391, -1.23819, 0.79707], [-0.32626, -1.31963, 2.02742], [0.82575, -2.58583, 2.48121], [1.15634, -0.92202, 3.01272], [1.32673, -2.21130, 0.02546], [-2.07539, 1.91992, -1.77281], [-2.41215, 3.08540, -2.35261], [-1.31717, 1.53858, -2.78988]],
  "forces_ev_per_a": [[1.0, -0.1, -0.9], [-0.7, -0.2, 0.2], [0.0, 0.3, 0.0], [-0.1, -0.2, 0.4], [-0.4, 0.0, 0.3], [0.1, 0.1, 0.0], [-0.3, 0.2, 0.3], [0.1, -0.2, 0.0], [0.2, 0.0, -0.3]],
  "mulliken_charge": [-0.690, -0.190, 0.271, 0.266, 0.234, 0.108, -0.288, 0.147, 0.141],
  "e_homo_ev": -9.06,
  "multiplicity": 1,
  "smiles": "CS.S",
  "fmax_ha_per_bohr": 0.027,
  "de_lowest_kj_mol": 27.1
}

(6)
{
  "formula": "CH6S3",
  "method": "ωB97M-V with the def2-TZVPD basis set",
  "symbols": ["C", "S", "S", "H", "H", "H", "H", "S", "H", "H"],
  "positions_angstrom": [[1.39648, -0.45217, -0.34598], [2.11222, 0.90642, 0.62905], [0.87734, 2.44388, 0.05262], [0.48149, -0.77900, 0.14027], [2.09179, -1.28948, -0.37986], [1.28260, -0.12262, -1.37424], [-0.07447, 1.67337, -0.46578], [-2.87509, -1.36372, 0.35399], [-3.13106, -0.68247, 1.49460], [-2.16130, -0.33421, -0.10468]],
  "forces_ev_per_a": [[0.4, 0.2, 0.1], [0.4, -0.8, 0.2], [-0.2, 0.7, -0.3], [-0.2, 0.0, -0.3], [0.1, 0.1, 0.3], [-0.3, 0.0, 0.0], [-0.3, -0.1, 0.0], [-0.1, 0.2, 0.4], [0.0, -0.3, -0.2], [0.1, 0.1, -0.2]],
  "mulliken_charge": [-0.799, -0.002, -0.150, 0.222, 0.302, 0.332, 0.110, -0.286, 0.162, 0.109],
  "e_homo_ev": -8.23,
  "multiplicity": 1,
  "smiles": "CSS.S",
  "fmax_ha_per_bohr": 0.019,
  "de_lowest_kj_mol": 38.9
}

(7)
{
  "formula": "CH6S4Si",
  "method": "ωB97M-V with the def2-TZVPD basis set",
  "symbols": ["S", "Si", "S", "S", "H", "H", "C", "S", "H", "H", "H", "H"],
  "positions_angstrom": [[1.75330, 2.27389, -2.68270], [2.27267, 0.92951, -1.35071], [1.23011, -0.94100, -0.76594], [3.95945, 0.97990, 0.10577], [0.21814, -0.66595, -1.54690], [3.96742, -0.40667, -0.11481], [-2.23026, -0.77687, 1.38053], [-1.64963, 0.51802, 0.20462], [-2.77892, -0.33126, 2.10599], [-1.23553, -1.22142, 1.90343], [-2.62384, -1.57482, 0.77894], [-2.88291, 1.21666, -0.01822]],
  "forces_ev_per_a": [[0.2, -0.7, 0.7], [0.1, -0.4, 1.1], [1.6, 1.1, 0.0], [-1.2, -1.4, -1.6], [-0.8, 0.1, -0.7], [0.2, 1.2, 0.5], [4.8, -1.5, -1.5], [-1.6, 1.0, 0.0], [-2.0, 0.9, 2.0], [-2.2, 1.2, -1.3], [-0.7, -0.3, 0.3], [1.6, -1.1, 0.4]],
  "mulliken_charge": [-0.327, 0.563, -0.312, -0.280, 0.187, 0.142, -0.745, -0.178, 0.347, 0.221, 0.275, 0.107],
  "e_homo_ev": -9.25,
  "multiplicity": 1,
  "smiles": "S=[Si](S)S.CS",
  "fmax_ha_per_bohr": 0.102,
  "de_lowest_kj_mol": 127.0
}

(8)
{
  "formula": "CH6SSi",
  "method": "ωB97M-V with the def2-TZVPD basis set",
  "symbols": ["C", "Si", "S", "H", "H", "H", "H", "H", "H"],
  "positions_angstrom": [[-0.65058, 1.25765, -0.56938], [0.44483, 0.53337, 0.58346], [2.41107, -0.05809, -0.07480], [-1.33575, -2.33926, 0.47984], [-1.62685, 1.60796, -0.30018], [-0.38258, 1.36949, -1.60492], [-1.58542, -3.01288, 0.78463], [0.41703, 0.13347, 1.96980], [2.30826, 0.50829, -1.26846]],
  "forces_ev_per_a": [[1.0, -0.8, 1.6], [0.1, 0.6, -2.4], [-0.4, -0.1, 0.6], [-0.4, -1.1, 0.5], [-0.3, 0.1, 0.2], [0.2, 0.0, -0.2], [0.4, 1.1, -0.5], [-0.4, 0.1, 0.5], [-0.1, 0.2, -0.4]],
  "mulliken_charge": [-0.711, 0.456, -0.299, -0.222, 0.281, 0.213, 0.214, -0.073, 0.141],
  "e_homo_ev": -8.33,
  "multiplicity": 1,
  "fmax_ha_per_bohr": 0.047,
  "de_lowest_kj_mol": 223.3
}

(9)
{
  "formula": "CH74O36",
  "method": "ωB97M-V with the def2-TZVPD basis set",
  "symbols": ["O", "H", "H", "H", "C", "O", "H", "H", "H", "O", "H", "H", "O", "H", "H", "O", "H", "H", "O", "H", "H", "O", "H", "H", "O", "H", "H", "O", "H", "H", "O", "H", "H", "O", "H", "H", "O", "H", "H", "O", "H", "H", "O", "H", "H", "O", "H", "H", "O", "H", "H", "O", "H", "H", "O", "H", "H", "O", "H", "H", "O", "H", "H", "O", "H", "H", "O", "H", "H", "O", "H", "H", "O", "H", "H", "O", "H", "H", "O", "H", "H", "O", "H", "H", "O", "H", "H", "O", "H", "H", "O", "H", "H", "O", "H", "H", "O", "H", "H", "O", "H", "H", "O", "H", "H", "O", "H", "H", "O", "H", "H"],
  "positions_angstrom": [[-0.39772, -2.90469, 2.12825], [-1.32553, -2.80123, 2.35198], [0.05158, -3.27911, 2.88952], [-0.14179, -2.00489, 1.91273], [0.17736, 0.06536, 0.14319], [-0.29694, -0.32647, 1.38589], [0.69504, 1.02452, 0.15404], [0.84635, -0.63077, -0.36274], [-0.68260, 0.19230, -0.51442], [-0.22627, 5.51969, -2.04861], [-0.99017, 6.09436, -2.09798], [-0.51137, 4.70536, -2.46312], [1.74457, 5.72132, -0.16635], [1.13068, 5.70512, -0.90059], [2.03124, 4.81283, -0.07313], [-3.67160, -0.25943, 1.25007], [-3.28415, -1.04560, 0.86531], [-3.23192, 0.46627, 0.80705], [3.66972, -3.68627, 2.91920], [3.08835, -3.92071, 2.19582], [4.18026, -2.94782, 2.58711], [2.74610, -1.50323, -2.59438], [1.95187, -1.99746, -2.39150], [2.57655, -1.11907, -3.45455], [-1.35197, 3.06513, -3.91358], [-1.45650, 2.20273, -3.51160], [-2.24677, 3.36777, -4.06842], [2.51285, 1.37884, 6.28015], [1.90921, 2.04861, 6.60147], [2.16174, 1.12953, 5.42528], [5.31839, -1.81842, -2.23280], [5.76790, -1.73853, -3.07411], [4.39473, -1.67607, -2.43975], [1.69757, 0.32483, 4.07890], [0.92313, 0.03419, 3.59723], [2.30482, 0.62092, 3.40082], [-0.72374, 2.32732, 2.89366], [-0.40002, 1.66015, 2.28842], [-1.40547, 1.88333, 3.39799], [1.63792, 4.05108, 3.10241], [2.36841, 3.44437, 2.98189], [0.90532, 3.63853, 2.64487], [-1.82661, -3.51117, -2.54178], [-2.16471, -4.27296, -3.01251], [-1.01204, -3.29168, -2.99404], [2.77603, 3.84845, -3.00115], [2.35599, 3.18335, -2.45577], [2.04909, 4.31148, -3.41756], [3.96034, -4.24407, -1.12872], [3.82480, -5.05423, -1.62014], [4.19688, -3.59701, -1.79325], [1.85985, -4.46015, 0.77052], [2.44888, -4.62889, 0.03513], [0.98293, -4.59602, 0.41167], [2.65382, 3.20425, -0.12614], [3.57779, 3.43354, -0.02641], [2.61747, 2.26662, 0.06296], [-2.01964, -1.27811, -5.02267], [-2.12069, -1.48434, -5.95191], [-2.45110, -2.00154, -4.56799], [1.10328, -3.02574, 4.34168], [1.50974, -3.79470, 4.74133], [1.70478, -2.30733, 4.53742], [3.92382, 2.93507, 2.40628], [4.57559, 3.17523, 1.74769], [3.74745, 2.00859, 2.24269], [-1.57184, 0.57518, -2.92198], [-1.70459, 0.15720, -3.77281], [-2.00126, -0.00968, -2.29767], [3.13888, 0.27001, 1.37886], [3.86123, -0.31116, 1.14078], [2.38424, -0.07814, 0.90393], [-4.77179, 1.10139, 3.18875], [-4.67990, 0.50847, 3.93456], [-4.41064, 0.61368, 2.44852], [-1.78830, 2.79493, -0.98036], [-1.08997, 2.78888, -0.32574], [-1.63189, 2.00999, -1.50537], [-4.35728, -3.21969, 0.10901], [-3.93276, -2.68491, -0.56182], [-4.98735, -3.75466, -0.37375], [-3.11217, -2.78856, 2.76340], [-3.50626, -3.09689, 3.57940], [-3.82051, -2.83717, 2.12142], [0.15028, 0.95696, -5.83723], [-0.21678, 1.50731, -5.14541], [-0.54723, 0.89466, -6.48979], [-3.53942, -1.28350, -2.15469], [-3.18484, -1.99190, -2.69196], [-4.07239, -0.76732, -2.75945], [-2.05887, -0.02013, 3.74963], [-2.75771, -0.63371, 3.52297], [-1.49363, -0.00424, 2.97731], [-6.14201, 1.15379, -0.11669], [-5.42157, 0.68547, 0.30506], [-6.34295, 1.87370, 0.48129], [4.36065, 1.60019, -3.78888], [3.85054, 2.40495, -3.88045], [3.70954, 0.89905, -3.81502], [-0.36954, -0.03567, 6.03315], [0.56384, 0.10035, 5.87030], [-0.80701, 0.40596, 5.30526], [0.49725, -2.97770, -3.64285], [0.33409, -2.45704, -4.42931], [1.18301, -3.59367, -3.90082], [-3.38409, 4.84638, -0.30499], [-2.82926, 4.17391, -0.70018], [-4.06214, 5.01328, -0.95968], [-0.43546, -4.44468, -0.42378], [-1.08600, -5.14240, -0.50258], [-0.63668, -3.84655, -1.14349]],
  "forces_ev_per_a": [[-0.9, -1.8, -0.8], [-1.7, -0.2, 0.3], [1.4, 0.1, 1.4], [1.1, 3.2, -1.0], [-1.1, -0.1, 0.7], [0.6, -1.0, 0.8], [0.2, 0.5, 0.1], [0.3, -0.5, -0.1], [-0.1, 0.1, -0.6], [0.1, 0.1, -0.4], [-0.2, 0.2, 0.2], [-0.2, -0.5, -0.1], [0.3, 0.6, 0.3], [-0.2, 0.0, -0.2], [-0.2, -0.1, 0.2], [-0.2, -0.2, -0.7], [0.1, -0.2, 0.0], [0.5, 0.4, -0.1], [0.3, 0.1, 0.5], [-0.5, -0.2, -0.5], [0.2, 0.1, 0.0], [-0.1, 0.2, 0.0], [-0.3, -0.1, 0.2], [-0.1, 0.2, -0.2], [0.5, 0.5, -0.6], [-0.2, -0.3, 0.5], [-0.2, 0.2, -0.1], [0.4, 0.1, 0.9], [-0.1, 0.3, 0.1], [-0.1, 0.1, -0.3], [0.6, -0.5, 0.2], [0.3, 0.1, -0.1], [-0.5, 0.3, 0.1], [0.1, -0.6, -0.3], [-0.5, 0.0, -0.4], [0.2, 0.0, -0.4], [0.2, 0.5, -0.2], [0.1, -0.6, -0.3], [-0.4, 0.0, 0.2], [-0.3, 0.3, 0.3], [0.3, 0.3, -0.1], [-0.5, 0.1, 0.2], [-1.4, 0.3, 0.0], [-0.1, -0.4, 0.0], [1.0, 0.2, -0.5], [0.3, -0.2, -0.6], [-0.1, 0.0, 0.6], [-0.2, 0.3, -0.1], [-0.4, -0.4, 0.2], [0.2, -0.3, -0.1], [0.5, 0.6, -0.1], [0.6, 0.0, 0.7], [0.5, 0.2, -0.2], [-0.5, 0.1, -0.1], [-0.2, -0.6, -0.6], [0.2, 0.2, -0.1], [0.0, -0.3, 0.3], [0.2, 0.0, 0.1], [0.0, 0.1, -0.4], [-0.1, -0.3, 0.1], [-0.7, -0.4, -0.1], [0.2, -0.2, 0.0], [0.2, 0.5, -0.1], [0.7, -0.2, 0.3], [0.2, 0.2, 0.1], [0.0, -0.4, -0.2], [0.5, 0.3, 0.1], [0.0, -0.3, -0.5], [-0.4, -0.3, 0.3], [0.2, 0.3, 0.1], [0.4, -0.2, -0.1], [-0.5, -0.2, 0.0], [-0.7, 0.5, 0.3], [0.0, 0.1, 0.2], [0.1, -0.2, 0.1], [0.0, -0.3, 0.0], [0.2, 0.2, 0.4], [0.0, -0.1, -0.2], [0.2, -0.2, 0.4], [0.1, 0.4, -0.4], [-0.3, -0.1, 0.0], [0.4, 0.1, 0.2], [0.1, -0.1, 0.4], [-0.3, -0.2, -0.7], [0.3, -0.6, 0.0], [-0.1, 0.6, 0.2], [-0.1, 0.1, -0.2], [0.0, 0.0, 0.3], [0.4, -0.6, 0.1], [-0.5, 0.4, 0.0], [0.0, 0.0, 0.6], [-0.1, -0.1, -0.1], [0.4, -0.2, -0.9], [-0.1, -0.1, -0.5], [0.2, -0.3, 0.3], [0.0, 0.2, 0.2], [0.4, -0.6, -0.1], [-0.3, 0.7, 0.1], [-0.1, 0.0, 0.0], [-0.1, -0.2, 0.4], [0.3, 0.1, 0.3], [-0.4, 0.0, -0.2], [0.1, 0.0, 0.0], [-0.2, 0.5, -0.4], [0.3, -0.4, 0.0], [-0.4, 0.6, 0.1], [0.3, -0.4, -0.1], [-0.2, 0.1, 0.0], [-0.1, -0.3, 0.2], [-0.2, -0.1, 0.0], [-0.3, 0.1, 0.0]],
  "mulliken_charge": [0.035, 0.383, 0.535, 0.107, 0.246, 0.442, -0.409, 0.319, -0.703, -0.611, 0.278, 0.263, -0.662, 0.453, 0.400, -0.448, -0.026, 0.286, -0.569, 0.370, 0.286, -0.553, 0.251, 0.252, -0.607, 0.391, 0.304, -0.648, 0.334, 0.432, -0.624, 0.314, 0.414, -0.508, 0.311, 0.081, -0.639, 0.121, 0.302, -0.639, 0.408, 0.240, -0.635, 0.307, 0.396, -0.649, 0.277, 0.299, -0.651, 0.299, 0.293, -0.629, 0.293, 0.426, -0.414, 0.197, 0.178, -0.534, 0.265, 0.200, -0.616, 0.244, 0.280, -0.668, 0.239, 0.303, -0.601, 0.248, 0.188, -0.376, 0.209, 0.076, -0.658, 0.292, 0.459, -0.364, 0.178, 0.320, -0.601, 0.274, 0.263, -0.557, 0.251, 0.176, -0.621, 0.319, 0.272, -0.593, 0.217, 0.301, -0.571, 0.067, 0.172, -0.658, 0.353, 0.334, -0.587, 0.351, 0.248, -0.668, 0.366, 0.350, -0.680, 0.277, 0.290, -0.618, 0.440, 0.326, -0.630, 0.221, 0.329],
  "e_homo_ev": -8.79,
  "multiplicity": 1,
  "fmax_ha_per_bohr": 0.069
}